79
Properties=species:S:1:pos:R:3:forces:R:3 method="wB97M-V/def2-TZVPD" total_energy_ha=-3458.13408 multiplicity=2 orbital_gap_ev="5.16 / 7.00" de_lowest_ev=0.5463 homo_ev="-5.2804 / -7.1914"
O 1.44261 -0.56869 -0.98202 -0.0326 -0.0053 -0.0198
C 0.05362 -2.90186 -4.91440 -0.0053 0.0000 0.0647
H 2.87555 3.88614 5.46076 0.0091 0.0138 0.0139
H -6.21008 0.29940 -0.57101 -0.0021 -0.0235 0.0119
C 3.25050 0.75551 2.53445 -0.0005 0.0195 0.0239
Si -0.82907 -1.95430 3.15710 0.2959 0.1744 -0.5936
H 0.58400 -2.30633 5.13752 0.0638 0.0255 0.0121
Ti -0.32966 -0.33991 0.15516 0.2525 0.1842 0.4248
C 1.97814 4.38819 5.09572 0.0589 0.0207 0.0271
C -0.46932 -2.21246 -2.22881 -0.0587 0.0530 0.2696
H -2.20740 -3.44881 -2.38802 -0.0004 -0.0021 0.0207
H 1.41727 1.73739 -1.36641 0.0068 0.0171 -0.0054
N -2.41071 -0.16469 -0.10258 -0.3634 0.1018 -0.2278
H -2.27512 -1.32021 5.02260 -0.0419 0.0357 0.0020
C 0.42417 2.04817 -1.65926 -0.0783 -0.1504 0.1260
C 0.69193 -1.72670 -2.89066 0.0923 0.0294 -0.1544
H -2.83898 -1.87108 0.96356 0.0285 0.0119 -0.0046
C -3.04911 -4.72489 -4.38603 0.0429 0.0048 -0.0108
C 0.74150 -1.85170 4.15511 0.0139 -0.0020 0.1044
H 1.62705 5.04890 5.89190 -0.0068 -0.0016 -0.0020
H 3.23370 2.02084 4.25749 -0.0037 0.0106 0.0026
H -3.14628 3.05061 -2.51450 0.0006 0.0068 0.0173
H -1.93832 0.09492 3.99506 0.0280 -0.0023 0.0101
H -4.63652 1.87974 -1.59968 -0.0050 0.0001 0.0031
H -2.37526 -3.81102 2.56843 0.0115 0.0016 -0.0163
H -3.71184 -3.91976 -4.06199 -0.0048 -0.0057 0.0087
C 0.19416 2.09288 6.06183 -0.0226 -0.0422 0.0507
H 1.79084 -1.72121 -4.75856 -0.0037 0.0034 0.0015
H 2.26428 5.01213 4.24594 0.0044 -0.0016 0.0068
H 1.56453 -2.37551 3.66480 -0.0153 -0.0157 -0.0069
H -0.69141 -4.29980 2.35694 0.0190 0.0185 0.0027
C -1.37224 -3.73447 2.99589 -0.0389 -0.0881 0.0884
H -5.28839 -1.66707 0.72827 -0.0198 0.0180 -0.0029
C -3.28217 -1.05026 0.41781 0.1417 0.0185 0.0148
O -1.87306 -4.20242 -4.98528 -0.0261 0.0018 0.0070
O -0.50150 -1.39806 1.62773 -0.2924 -0.2810 0.2666
C -1.87152 1.67058 -1.45250 0.3650 0.2433 -0.2214
H 2.81727 0.18111 -3.50035 0.0194 -0.0013 -0.0058
C -1.09194 3.52197 -2.77326 0.2280 0.0314 -0.0202
Si 0.62043 3.19165 4.60882 -0.0716 -0.1227 -0.0900
C -2.16974 -0.97059 3.99089 -0.0858 -0.0220 0.0404
C 2.49450 0.28977 1.49066 -0.0934 0.0420 -0.0501
H -1.75122 3.56741 3.97257 0.0053 -0.0016 0.0200
C 2.97050 -0.60452 -2.75560 0.0068 0.0415 -0.0785
N -0.58798 1.27824 -1.17822 -0.1287 0.1108 -0.2941
H 1.07058 1.54054 6.40981 -0.0090 0.0019 0.0009
H -1.28256 4.38156 -3.40141 0.0181 -0.0003 0.0008
C -2.12594 2.78210 -2.28083 -0.1039 -0.1320 0.1890
H -3.53967 -5.31533 -5.15395 0.0001 -0.0015 -0.0007
H -0.70757 4.75435 3.20313 0.0015 -0.0035 0.0107
H 1.08318 3.72117 -2.77296 -0.0187 0.0101 -0.0191
H -0.56789 1.36295 5.77711 0.0063 0.0042 -0.0027
H 0.20298 -3.17744 -5.94828 0.0029 -0.0089 0.0021
C -1.08649 -3.40568 -4.23287 -0.0593 -0.0412 -0.0580
C 1.63934 -0.96989 -2.15709 -0.0047 -0.0815 0.1170
H 3.61908 -0.21655 -1.97442 -0.0096 -0.0057 0.0152
H 3.44886 -1.44627 -3.25276 -0.0076 -0.0084 0.0189
C -4.63700 -0.93264 0.27714 -0.1084 0.1307 -0.0930
H -2.80267 -5.36279 -3.53466 -0.0124 0.0052 0.0071
O -0.73736 -1.90729 -1.00975 -0.1138 -0.3014 -0.1255
C 0.22986 3.15037 -2.43531 -0.1448 0.0879 -0.0722
H 4.27166 0.42540 2.66046 0.0000 0.0105 0.0163
S -1.03721 1.76807 1.81498 0.0660 -0.1681 0.0217
C -4.27130 1.04386 -1.02140 0.2334 0.0325 -0.0730
C 0.91730 -2.09817 -4.24314 -0.0248 0.0130 0.0104
H -1.07690 4.90358 4.93078 -0.0174 0.0183 -0.0243
C -0.87322 4.19237 4.12410 -0.0170 0.0855 -0.0219
H -3.13411 -1.09620 3.49268 -0.0013 0.0058 0.0069
C -5.14346 0.16056 -0.45308 -0.0254 -0.1659 0.1141
C 0.62610 1.52351 2.16575 -0.0406 -0.0495 0.0959
H 2.88170 -0.41329 0.76720 0.0260 -0.0095 0.0032
H -1.39614 -4.21716 3.97700 -0.0231 -0.0205 -0.0191
C 2.64814 1.65230 3.42188 0.0832 -0.0194 -0.0594
C 1.33680 2.06287 3.26918 0.0211 0.1173 -0.0154
C -2.88168 0.85824 -0.85868 -0.3050 -0.1555 0.1813
N 1.22262 0.67105 1.30440 0.2265 0.1387 0.0792
H -0.19539 2.67547 6.90033 0.0065 -0.0044 -0.0013
H 1.04641 -0.81288 4.30751 -0.0132 0.0066 -0.0154
C -1.34326 -3.08588 -2.92249 0.0758 0.0378 -0.1270

---

26
Properties=species:S:1:pos:R:3:forces:R:3 method="wB97M-V/def2-TZVPD" total_energy_ha=-480.58303 multiplicity=1 orbital_gap_ev=11.87 de_lowest_ev=1.1090 total_charge=+1 homo_ev=-14.5152
H 2.46073 -1.74477 1.92271 -0.5418 -0.0692 -0.5641
O -0.24393 -1.32328 -3.51914 0.3066 -0.0658 0.2052
H -4.04387 -0.62325 -2.16220 0.1162 0.1644 0.0030
C 1.09617 -0.01147 1.69431 0.1414 -0.8901 -0.5756
H 1.60126 0.90598 -2.54983 0.1071 -0.0351 -0.0510
C 2.45577 -0.66025 1.78357 0.2344 -0.2001 1.0332
O -0.56489 2.67178 2.30187 -0.0254 -0.1718 -0.1343
H 2.83526 -0.37939 2.76086 0.4615 0.4925 0.0243
H 0.24573 -1.60274 -4.30166 -0.2486 -0.0174 -0.1363
O 1.59761 0.10258 -2.01942 0.0224 -0.0646 -0.0588
H -1.53998 -0.65082 1.04487 0.3482 -0.1706 0.0472
H 1.09800 1.06902 1.72121 0.2666 0.0830 0.0891
H 0.99920 0.14831 -0.36500 -0.7250 -0.7044 -0.1508
H 3.16858 -0.40362 1.01422 0.0833 0.2559 -0.2108
H -0.83314 -0.61283 -3.79026 -0.0283 -0.0431 -0.2094
C -0.99102 0.07941 0.44204 -1.1809 -0.6295 0.6432
H 1.11358 -0.56732 -2.55308 -0.0378 0.4078 0.1350
H -0.98553 3.53545 2.36222 0.0949 0.0392 0.0792
H -4.64682 -1.12621 -0.89285 0.0960 0.1103 0.2417
O -3.93518 -0.55384 -1.20635 -0.1572 -0.2740 -0.2382
H -1.07424 0.99048 1.02989 0.1591 0.3004 -0.5902
N 0.42733 -0.34025 0.37211 0.3341 0.6322 1.0451
H 0.48621 -0.38544 2.51269 -0.3266 0.0770 -0.1385
H -1.55319 0.06082 -0.48643 0.5262 0.3735 -0.3467
H 0.50072 -1.34621 0.23471 0.0435 0.0522 -0.3338
H 0.32563 2.76784 2.64896 -0.0702 0.3475 0.1922

---

9
Properties=species:S:1:pos:R:3:forces:R:3 method="wB97M-V/def2-TZVPD" total_energy_ha=-912.91859 multiplicity=1 orbital_gap_ev=7.02 de_lowest_ev=3.8611 smiles="C1=CS1.C=S" homo_ev=-7.7639
H 0.45285 0.92623 2.02531 0.1183 2.5429 0.3605
S -0.44043 -1.57279 2.48994 0.0036 0.7006 0.1074
C 0.83773 -1.14553 1.20857 -2.2819 2.4242 1.9791
H -1.34475 0.39903 -1.35501 -0.5860 -0.5211 0.5361
H 1.15482 -1.90998 0.59652 1.3220 -0.6530 -1.4607
C -0.72244 0.90195 -2.05183 2.3199 0.9335 0.0337
S 0.86041 1.18443 -1.67273 -1.9364 -0.2862 -0.7103
C 0.39449 -0.04240 1.73007 0.7965 -5.0404 -0.9661
H -1.19268 1.25906 -2.97086 0.2439 -0.1006 0.1202